Entry 1:
62
Properties=species:S:1:pos:R:3 method="wB97M-V/def2-TZVPD" homo_energy_ev="-14.12 / -14.09" orbital_gap_ev="8.0 / 6.9" max_force_ha_per_bohr=0.0161 total_charge=+2 s2=2.01 total_energy_ha=-3016.660469 multiplicity=3
Ni 0.3114 -0.4091 0.2507
C 1.0599 3.9200 -0.2268
C 0.1847 2.8921 0.4420
C -1.1268 2.6915 -0.0150
C -1.6351 3.4220 -1.2251
C -2.0046 1.8703 0.7121
C -3.4892 2.0114 0.4905
C -1.4926 1.0316 1.7109
C -2.4153 0.1101 2.4644
C -0.1446 1.1775 2.1458
C 0.2462 0.4829 3.4341
C 0.6485 2.2060 1.5774
C 1.9108 2.6985 2.2311
H 1.7275 3.4530 -0.9591
H 1.6901 4.4408 0.4889
H 0.4747 4.6703 -0.7506
H -1.9069 4.4533 -0.9805
H -2.5233 2.9488 -1.6403
H -0.8750 3.4708 -2.0037
H -3.8829 1.4176 -0.3394
H -3.7250 3.0520 0.2728
H -4.0438 1.7305 1.3819
H -2.7664 0.6024 3.3761
H -1.9160 -0.8068 2.7727
H -3.2901 -0.1600 1.8789
H 0.0530 -0.5901 3.3963
H -0.3520 0.8796 4.2575
H 1.2901 0.6145 3.6953
H 1.7569 3.7371 2.5305
H 2.7678 2.6907 1.5555
H 2.1806 2.1490 3.1259
C -3.8128 -1.4914 -0.6779
C -3.8625 -2.7891 -0.1935
C -2.6809 -3.4169 0.1677
C -1.4887 -2.7130 0.0907
N -1.4655 -1.4165 -0.2632
C -2.5909 -0.8435 -0.6858
C -0.1607 -3.3308 0.2748
C 0.0301 -4.7023 0.1958
C 1.3175 -5.2120 0.1769
C 2.3815 -4.3300 0.2571
C 2.1107 -2.9792 0.3797
N 0.8743 -2.4789 0.3831
H -4.7050 -0.9953 -1.0322
H -4.8062 -3.3129 -0.1205
H -2.6890 -4.4437 0.5029
H -2.5050 0.1701 -1.0511
H -0.8154 -5.3702 0.1226
H 1.4841 -6.2767 0.0862
H 3.4058 -4.6722 0.2262
H 2.9322 -2.2869 0.4901
I 1.1093 0.1902 -2.2372
C 2.7428 0.2326 -0.8906
C 4.0477 0.3510 -1.3196
C 5.0401 0.2832 -0.3493
C 4.6772 0.1092 0.9794
C 3.3359 0.0024 1.3015
N 2.3739 0.0649 0.3758
H 4.2792 0.4841 -2.3669
H 6.0823 0.3519 -0.6316
H 5.4238 0.0612 1.7594
H 3.0175 -0.1483 2.3254



Entry 2:
72
Properties=species:S:1:pos:R:3 method="wB97M-V/def2-TZVPD" homo_energy_ev="-13.62 / -13.63" orbital_gap_ev="7.4 / 7.0" relative_energy_kj_mol=80.6 max_force_ha_per_bohr=0.0134 total_charge=+2 s2=3.76 total_energy_ha=-4130.770434 multiplicity=4
V 0.6535 0.1967 0.2058
C 1.0108 2.4801 -3.6976
C 1.2725 2.1416 -2.3749
N 1.0951 0.9012 -1.9228
C 0.6737 -0.0197 -2.8132
C 0.3873 0.3476 -4.1219
N 0.5468 1.5893 -4.5623
C 0.6371 -1.4159 -2.3179
C 0.5631 -2.5583 -3.0938
C 0.7680 -3.7994 -2.4810
C 1.1422 -3.8309 -1.1347
C 1.1976 -2.6441 -0.4242
N 0.8477 -1.4973 -1.0025
C 1.7899 -2.4544 0.9187
C 2.2080 -3.5000 1.7211
N 2.8631 -3.3032 2.8622
C 3.1098 -2.0510 3.2005
C 2.6614 -0.9787 2.4311
N 1.9943 -1.1658 1.2999
C 0.6690 -5.0527 -3.2604
C 1.1198 -5.1270 -4.5727
C 1.0004 -6.3336 -5.2474
N 0.4639 -7.4250 -4.7111
C 0.0299 -7.3459 -3.4571
C 0.1150 -6.1931 -2.6899
H 1.1747 3.4894 -4.0538
H 1.6322 2.8817 -1.6706
H 0.0151 -0.3789 -4.8334
H 0.3696 -2.5068 -4.1556
H 1.4359 -4.7677 -0.6838
H 2.0165 -4.5288 1.4442
H 3.6694 -1.8745 4.1106
H 2.8420 0.0440 2.7315
H 1.5904 -4.2854 -5.0647
H 1.3570 -6.4250 -6.2665
H -0.4100 -8.2449 -3.0422
H -0.2759 -6.1893 -1.6803
C -3.8434 2.9289 -0.7823
C -3.5630 1.7500 0.0703
N -4.4194 1.0707 0.7591
N -3.6863 0.0841 1.3578
C -2.3931 0.1237 1.0579
S -1.1341 -0.8931 1.5672
N -2.3016 1.1899 0.2212
N -1.0754 1.6665 -0.2782
H -4.8933 3.1912 -0.6837
H -3.6423 2.7073 -1.8321
H -3.2333 3.7824 -0.4818
H -4.1463 -0.5976 1.9419
H -0.9027 2.5778 0.1901
H -1.1963 1.8510 -1.2721
C -2.0407 3.9352 3.0663
C -1.3461 5.1089 2.3539
S -0.4218 4.7161 0.8423
C 1.2880 4.5010 1.4027
C 1.5061 3.5434 2.5635
S 0.7949 1.8971 2.2641
C 0.4427 1.3143 3.9490
C -0.9371 1.6967 4.4594
S -1.2863 3.4605 4.6570
H -2.0667 3.0506 2.4265
H -3.0710 4.2168 3.2798
H -0.6698 5.6439 3.0220
H -2.0912 5.8351 2.0305
H 1.6896 5.4748 1.6851
H 1.8347 4.1827 0.5119
H 0.9995 3.9053 3.4571
H 2.5717 3.4555 2.7755
H 1.2292 1.7062 4.5957
H 0.5338 0.2285 3.9309
H -1.0469 1.2719 5.4596
H -1.7186 1.2489 3.8424



Entry 3:
63
Properties=species:S:1:pos:R:3 method="wB97M-V/def2-TZVPD" homo_energy_ev=-8.14 orbital_gap_ev=8.7 relative_energy_kj_mol=31.1 max_force_ha_per_bohr=0.0111 total_energy_ha=-1457.379692 multiplicity=1
C -1.3831 -10.2504 0.3651
C -1.5526 -9.4295 1.6382
C -2.0594 -8.0114 1.3770
C -1.0417 -7.1323 0.6388
C -1.5722 -5.7364 0.4930
C -1.3356 -4.7791 1.4720
C -1.8605 -3.5072 1.3609
C -2.6429 -3.1650 0.2614
N -3.1556 -1.8625 0.2053
C -3.8859 -1.2710 -0.7654
O -4.2712 -1.7798 -1.7943
C -4.2403 0.1860 -0.4213
O -3.3600 0.8038 0.4895
C -2.1114 1.1533 0.0533
C -1.5752 0.8084 -1.1823
C -0.2951 1.2168 -1.5050
C 0.4655 1.9798 -0.6254
C 1.8395 2.3726 -1.0580
O 2.4799 1.7008 -1.8426
N 2.2717 3.5406 -0.5069
C 3.4913 4.1975 -0.6750
C 4.5234 3.7173 -1.4657
C 5.7040 4.4330 -1.5783
C 5.8565 5.6283 -0.9050
C 4.8334 6.1199 -0.1065
C 3.6488 5.4157 0.0186
O 2.5591 5.8046 0.7630
C 2.6572 6.9292 1.6125
C 3.4539 6.6416 2.8815
C -0.0713 2.3003 0.6203
C -1.3428 1.8888 0.9563
C -2.8871 -4.1138 -0.7248
C -2.3534 -5.3825 -0.5996
H -1.1046 -11.2729 0.6102
H -2.3138 -10.2749 -0.1978
H -0.6063 -9.8331 -0.2701
H -2.2671 -9.9365 2.2914
H -0.5986 -9.3805 2.1684
H -2.2970 -7.5377 2.3328
H -2.9819 -8.0560 0.7938
H -0.1067 -7.1190 1.2029
H -0.8436 -7.5522 -0.3478
H -0.7295 -5.0310 2.3304
H -1.6635 -2.7707 2.1281
H -2.9215 -1.2786 1.0000
H -5.2163 0.1854 0.0753
H -4.3294 0.7558 -1.3531
H -2.1352 0.2172 -1.8896
H 0.1374 0.9462 -2.4560
H 1.6316 4.0518 0.0855
H 4.3895 2.7851 -1.9877
H 6.5019 4.0509 -2.1958
H 6.7733 6.1917 -0.9912
H 4.9776 7.0573 0.4072
H 1.6195 7.1627 1.8690
H 3.0769 7.7861 1.0725
H 3.4615 7.5233 3.5160
H 4.4785 6.3688 2.6415
H 2.9988 5.8182 3.4267
H 0.5075 2.8476 1.3504
H -1.7694 2.1264 1.9184
H -3.4887 -3.8536 -1.5792
H -2.5477 -6.1124 -1.3719